Entry 1:
Below is 2 unconnected molecules or ions with the total composition C27H41ClFN2O7PS at a distorted geometry, with properties calculated with the ωB97M-V functional and the def2-TZVPD basis.

Geometry as ORCA input:
```
! wB97M-V def2-TZVPD RIJCOSX def2/J DEFGRID3
* xyz 0 1
C -3.760 -4.680 -0.630
C -2.547 -5.351 -1.283
C -1.589 -4.323 -1.862
C -2.096 -3.670 -3.136
C -1.092 -2.599 -3.626
C -1.743 -1.270 -3.989
C -0.782 -0.073 -4.026
C 0.542 -0.357 -4.738
C 1.817 0.063 -3.990
C 1.968 -0.566 -2.604
C 3.404 -0.433 -2.070
C 3.581 0.261 -0.698
C 4.120 -0.660 0.398
C 3.374 -1.978 0.517
C 2.011 -1.890 1.259
C 1.923 -0.772 2.285
N 1.551 0.554 1.736
C 0.135 0.679 1.589
O -0.512 0.355 0.640
C -0.323 1.405 2.844
C -1.547 1.525 3.447
Cl -2.918 0.725 2.811
C -1.637 2.297 4.580
C -0.537 2.949 5.091
P -0.840 3.956 6.586
O 0.259 5.073 6.760
O -2.170 4.780 6.227
S -1.027 2.883 8.152
C 0.708 2.816 4.494
N 1.870 3.479 5.000
C 0.778 2.023 3.367
C 1.952 1.676 2.507
O 3.012 2.222 2.433
H -4.627 -4.754 -1.270
H -3.536 -3.643 -0.441
H -4.000 -5.156 0.312
H -2.017 -5.970 -0.570
H -2.890 -6.031 -2.055
H -0.597 -4.729 -2.035
H -1.465 -3.515 -1.146
H -3.022 -3.146 -2.921
H -2.294 -4.405 -3.908
H -0.318 -2.456 -2.883
H -0.630 -3.018 -4.514
H -2.304 -1.355 -4.913
H -2.488 -1.062 -3.223
H -1.285 0.722 -4.564
H -0.643 0.309 -3.024
H 0.651 -1.403 -5.005
H 0.548 0.198 -5.670
H 2.658 -0.213 -4.619
H 1.802 1.139 -3.841
H 1.648 -1.604 -2.615
H 1.268 -0.042 -1.968
H 3.928 0.189 -2.786
H 3.896 -1.398 -2.094
H 4.324 1.039 -0.850
H 2.679 0.772 -0.401
H 5.147 -0.882 0.119
H 4.198 -0.143 1.347
H 3.987 -2.686 1.065
H 3.207 -2.415 -0.456
H 1.190 -1.887 0.553
H 1.890 -2.808 1.824
H 1.185 -1.057 3.035
H 2.882 -0.687 2.778
H -2.594 2.374 5.067
H 0.087 5.774 6.115
H -2.585 4.455 5.421
H 2.169 4.154 4.307
H 2.638 2.825 5.075
C -1.779 3.513 -0.151
C -3.012 2.719 -0.524
O -3.105 2.947 -1.914
C -1.837 3.169 -2.376
O -1.514 3.138 -3.508
O -0.997 3.423 -1.340
F -4.128 3.199 0.089
H -2.021 4.558 0.053
H -1.242 3.099 0.695
H -2.938 1.646 -0.338
*
```

Computed properties:
- E_HOMO: -9.2 eV
- SMILES: CCCCCCCCCCCCCCCCN1C(=O)c2c(Cl)cc(P(O)(O)=S)c(N)c2C1=O.O=C1OC[C@@H](F)O1

Calculated atomic charges, method Löwdin, unit e: C -0.103; C -0.259; C -0.243; C -0.203; C -0.210; C -0.197; C -0.195; C -0.197; C -0.202; C -0.203; C -0.187; C -0.185; C -0.207; C -0.180; C -0.148; C -0.128; N 0.028; C -0.350; O 0.148; C -0.112; C -0.596; Cl 0.782; C -0.098; C -0.221; P 0.142; O -0.184; O -0.188; S 0.318; C -0.217; N 0.101; C -0.029; C -0.339; O 0.165; H 0.067; H 0.061; H 0.063; H 0.095; H 0.100; H 0.111; H 0.104; H 0.099; H 0.111; H 0.089; H 0.104; H 0.114; H 0.101; H 0.096; H 0.093; H 0.095; H 0.105; H 0.107; H 0.117; H 0.097; H 0.091; H 0.096; H 0.101; H 0.104; H 0.085; H 0.112; H 0.087; H 0.106; H 0.092; H 0.103; H 0.108; H 0.130; H 0.128; H 0.115; H 0.088; H 0.064; H 0.099; H 0.096; C -0.054; C -0.319; O 0.136; C -0.545; O 0.188; O 0.074; F 0.066; H 0.146; H 0.117; H 0.158

Entry 2:
Below is a single C3H7NS molecule at a distorted geometry, with properties calculated with the ωB97M-V functional and the def2-TZVPD basis.

Geometry as ORCA input:
```
! wB97M-V def2-TZVPD RIJCOSX def2/J DEFGRID3
* xyz 0 1
C -0.421 0.189 -1.383
C -0.539 -0.530 -0.065
C 0.553 -1.599 0.447
H 0.084 2.191 -0.985
H -1.364 2.032 -0.600
H -1.112 -0.233 -2.137
H 0.698 0.155 -1.696
H -1.538 -0.823 0.125
H 0.355 -2.398 1.162
H 1.450 -1.828 -0.154
N -0.722 1.783 -1.421
S 0.558 0.004 1.264
*
```

Computed properties:
- E_HOMO: -9.0 eV
- Energy relative to the best compared isomer or geometry (same formula, charge and spin): 32.6 kcal per mole
- SMILES: NC[C@H]1CS1

Calculated atomic charges, method Löwdin, unit e: C -0.257; C -0.597; C -0.409; H 0.008; H 0.072; H 0.100; H 0.129; H 0.080; H 0.052; H 0.066; N -0.027; S 0.783

Entry 3:
Below is 4 unconnected molecules or ions with the total composition CH10N2O3 at a distorted geometry, with properties calculated with the ωB97M-V functional and the def2-TZVPD basis.

Geometry as ORCA input:
```
! wB97M-V def2-TZVPD RIJCOSX def2/J DEFGRID3
* xyz 1 2
N 0.855 -0.194 -1.293
C 1.537 -0.953 -0.367
N 1.017 -2.034 0.060
H 0.995 0.832 -1.234
H -0.142 -0.442 -1.291
H 2.512 -0.524 -0.146
H 1.455 -2.639 0.749
H -1.347 0.078 0.981
H -1.016 1.313 1.874
O -0.939 0.969 0.969
H -1.274 -1.951 0.444
H -2.475 -1.221 -0.250
O -2.085 -1.446 0.615
H -0.464 3.240 -0.548
H 0.141 2.190 0.190
O 0.418 2.973 -0.322
*
```

Computed properties:
- E_HOMO (alpha / beta): -15.0 / -15.0 eV
- Energy relative to the best compared isomer or geometry (same formula, charge and spin): 18.7 kcal per mole

Calculated atomic charges, method Löwdin, unit e: N 0.317; C -0.175; N 0.262; H 0.139; H 0.139; H 0.159; H 0.125; H -0.004; H 0.087; O -0.081; H 0.027; H 0.085; O -0.035; H 0.037; H -0.028; O -0.053